[1]
This record from the Open Molecules 2025 dataset describes an isolated molecule of C3H7NO2. The level of theory is wB97M-V/def2-TZVPD.

The geometry in XYZ format:
```
13
Properties=species:S:1:pos:R:3
N 1.095 0.853 0.820
C 0.978 0.559 -0.575
O 1.794 0.926 -1.387
C -0.134 -0.410 -0.919
C -1.294 -0.564 0.071
O -0.860 -1.062 1.316
H 2.016 1.234 1.007
H 0.394 1.537 1.116
H 0.375 -1.384 -0.913
H -0.445 -0.211 -1.950
H -1.866 0.374 0.199
H -1.966 -1.319 -0.360
H -0.087 -0.532 1.576
```

Summary:
DFT total energy ... -8809.5860 eV
LUMO energy ... 0.0259 Eh
Frontier orbital gap ... 0.404 hartree
Structure (SMILES) ... NC(=O)CCO
ΔE to the lowest compared entry with this formula, charge and spin ... 91.0 kJ/mol

Here are the natural (NBO) charges for atoms 1 to 5, given in e: atom 1 (N): -0.91, atom 2 (C): 0.70, atom 3 (O): -0.55, atom 4 (C): -0.55, atom 5 (C): -0.06



[2]
This record from the Open Molecules 2025 dataset describes C45H44AsMnN4O9PS4 as an isolated structure. The level of theory is wB97M-V/def2-TZVPD.

The geometry in XYZ format:
```
109
Properties=species:S:1:pos:R:3
Mn 1.197 -0.730 -0.146
O 5.254 -2.638 -0.848
As 4.264 -1.371 0.005
O 4.742 0.220 -0.032
O 2.692 -1.824 -0.648
C 4.638 -1.899 1.863
C 6.019 -2.161 2.186
C 6.378 -2.368 3.490
C 5.486 -2.211 4.541
C 4.148 -2.060 4.245
C 3.739 -1.962 2.910
S 1.981 -1.980 2.637
O 1.276 -1.901 3.920
O 1.720 -3.089 1.758
O 1.786 -0.646 1.880
H 4.692 -3.457 -1.045
H 6.799 -2.108 1.342
H 7.431 -2.607 3.740
H 5.799 -2.248 5.582
H 3.391 -2.045 5.022
N -0.601 -1.150 0.160
S -2.013 -0.987 -0.226
N -2.414 0.427 -0.967
S -2.024 1.964 -0.776
N -0.549 2.591 -0.804
S 1.021 2.211 -0.911
N 1.578 0.804 -1.108
C 1.625 3.127 -2.333
C 2.705 2.648 -3.125
C 2.971 3.254 -4.312
C 2.112 4.248 -4.773
C 1.016 4.625 -4.050
C 0.806 4.115 -2.737
C 1.707 3.163 0.468
C 1.284 4.500 0.432
C 1.783 5.453 1.314
C 2.649 5.031 2.308
C 3.122 3.690 2.336
C 2.641 2.738 1.480
C -2.852 2.712 -2.127
C -3.854 2.036 -2.772
C -4.239 2.512 -4.038
C -3.669 3.679 -4.503
C -2.884 4.499 -3.685
C -2.459 4.035 -2.448
C -2.835 2.760 0.642
C -2.116 3.238 1.742
C -2.783 3.919 2.749
C -4.143 4.280 2.578
C -4.833 3.876 1.418
C -4.190 3.013 0.539
C -2.947 -1.002 1.269
C -4.329 -0.758 1.147
C -5.034 -0.573 2.298
C -4.428 -0.485 3.569
C -3.039 -0.790 3.680
C -2.324 -1.007 2.540
C -2.578 -2.085 -1.396
C -2.111 -2.004 -2.715
C -2.765 -2.727 -3.671
C -3.705 -3.665 -3.297
C -4.131 -3.795 -1.995
C -3.551 -3.014 -1.022
H 3.372 1.892 -2.703
H 3.779 2.855 -4.915
H 2.294 4.613 -5.786
H 0.322 5.356 -4.391
H 0.083 4.663 -2.100
H 0.529 4.729 -0.291
H 1.412 6.464 1.353
H 3.100 5.733 3.027
H 3.818 3.421 3.069
H 2.793 1.676 1.590
H -4.087 1.081 -2.334
H -4.900 1.967 -4.696
H -3.801 3.919 -5.549
H -2.735 5.539 -3.976
H -1.915 4.687 -1.753
H -1.007 3.169 1.713
H -2.222 4.214 3.621
H -4.730 4.855 3.332
H -5.828 4.196 1.210
H -4.820 2.526 -0.215
H -4.798 -0.658 0.151
H -6.137 -0.512 2.287
H -4.959 -0.034 4.359
H -2.607 -0.868 4.675
H -1.336 -1.379 2.708
H -1.346 -1.335 -2.960
H -2.544 -2.561 -4.736
H -4.244 -4.265 -3.968
H -4.964 -4.490 -1.716
H -3.753 -3.180 0.067
C 3.816 -6.035 2.095
O 3.032 -6.104 0.929
P 2.269 -5.002 -0.019
O 0.729 -5.517 0.047
C -0.055 -5.817 1.263
O 2.674 -5.638 -1.498
C 1.809 -5.165 -2.567
H 3.207 -5.794 3.023
H 4.546 -5.220 2.039
H 4.174 -7.031 2.274
H 0.549 -5.512 2.177
H -0.218 -6.897 1.332
H -1.039 -5.327 1.163
H 2.323 -4.712 -3.414
H 1.028 -4.450 -2.217
H 1.333 -6.077 -2.974
```

Summary:
DFT total energy ... -216544.8297 eV
LUMO energy (alpha / beta) ... -0.0341 / -0.0341 Eh
Frontier orbital gap (alpha / beta) ... 0.192 / 0.209 hartree
ΔE to the lowest compared entry with this formula, charge and spin ... 201.8 kJ/mol
Spin multiplicity ... 6

Here are the Mulliken charges for atoms 1 to 5, given in e: atom 1 (Mn): 0.74, atom 2 (O): -0.69, atom 3 (As): 0.79, atom 4 (O): -0.74, atom 5 (O): -0.49



[3]
This record from the Open Molecules 2025 dataset describes C10H26BrClKLiMgN2O12P as an isolated structure. The level of theory is wB97M-V/def2-TZVPD.

The geometry in XYZ format:
```
56
Properties=species:S:1:pos:R:3
C -3.973 1.343 -2.832
C -5.040 0.237 -2.338
O -5.613 0.765 -1.094
C -4.217 -1.095 -1.893
N -3.098 -0.652 -1.009
C -1.843 -1.458 -1.209
C -0.599 -0.406 -1.302
O 0.232 -0.660 -0.143
N 1.558 -0.323 -0.351
C 1.723 1.026 -0.953
O 2.329 1.179 -2.033
O 1.158 2.179 -0.308
H -3.358 1.775 -1.974
H -3.216 0.911 -3.582
H -4.562 2.233 -3.292
H -5.856 0.019 -3.100
H -4.910 1.248 -0.614
H -3.869 -1.682 -2.814
H -4.982 -1.766 -1.362
H -3.390 -0.653 0.000
H -1.679 -2.182 -0.325
H -1.842 -2.079 -2.173
H -0.099 -0.606 -2.305
H -1.064 0.648 -1.261
H 1.949 -0.213 0.612
H 1.422 2.980 -0.868
C -4.626 2.913 -6.051
O -4.304 3.474 -4.977
O -4.717 3.799 -7.074
O -4.865 1.706 -6.312
H -4.477 4.554 -6.501
K -3.265 -0.402 1.464
Li -6.632 0.246 -6.645
O -4.113 0.959 4.886
H -4.586 1.811 4.975
H -3.483 0.946 5.652
Cl -2.237 0.555 4.564
Mg -0.057 3.169 -1.582
C 6.609 -1.402 5.187
O 5.272 -1.624 4.760
P 4.747 -1.137 3.197
O 3.517 -2.099 3.242
O 6.028 -1.898 2.509
C 6.229 -3.298 2.686
O 4.268 -0.569 1.650
C 5.134 0.394 1.050
H 6.592 -0.952 6.178
H 7.109 -2.370 5.268
H 7.154 -0.755 4.497
H 5.486 -3.754 3.342
H 7.225 -3.461 3.104
H 6.181 -3.782 1.706
H 6.101 -0.056 0.815
H 5.272 1.243 1.722
H 4.674 0.741 0.124
Br 2.603 -1.720 5.084
```

Summary:
DFT total energy ... -152149.1140 eV
Charge ... +1
LUMO energy ... -0.2313 Eh
Frontier orbital gap ... 0.072 hartree

Here are the Mulliken charges for atoms 1 to 5, given in e: atom 1 (C): -0.66, atom 2 (C): -0.04, atom 3 (O): -0.55, atom 4 (C): -0.71, atom 5 (N): -0.08



[4]
This record from the Open Molecules 2025 dataset describes an isolated molecule of C7H8S. The level of theory is wB97M-V/def2-TZVPD.

The geometry in XYZ format:
```
16
Properties=species:S:1:pos:R:3
C -1.478 -2.170 -2.473
C -1.292 -1.585 -1.443
C -1.166 -0.926 -0.153
C 0.165 -0.339 0.225
C 1.123 0.256 1.243
C 1.361 1.664 0.588
S -0.137 2.052 -0.476
C -0.938 0.560 0.105
H -1.616 -2.667 -3.441
H -1.864 -1.379 0.595
H 0.779 -0.311 -0.721
H 0.707 0.281 2.266
H 2.056 -0.291 1.312
H 2.255 1.640 -0.063
H 1.519 2.450 1.354
H -1.473 0.764 1.081
```

Summary:
DFT total energy ... -18219.0916 eV
LUMO energy ... 0.0360 Eh
Frontier orbital gap ... 0.350 hartree
Structure (SMILES) ... C#C[C@H]1[C@@H]2CCS[C@@H]12
ΔE to the lowest compared entry with this formula, charge and spin ... 407.3 kJ/mol

Here are the natural (NBO) charges for atoms 1 to 5, given in e: atom 1 (C): -0.21, atom 2 (C): -0.03, atom 3 (C): -0.24, atom 4 (C): -0.23, atom 5 (C): -0.40



[5]
This record from the Open Molecules 2025 dataset describes an isolated molecule of C8H19NO. The level of theory is wB97M-V/def2-TZVPD.

The geometry in XYZ format:
```
29
Properties=species:S:1:pos:R:3
C -2.506 2.430 0.764
N -1.695 1.669 -0.151
C -1.026 0.366 0.389
C 0.216 0.124 -0.415
C -0.074 0.027 -1.912
C 1.271 1.187 -0.149
C 0.689 -1.418 0.174
C 0.644 -1.578 1.692
C 2.115 -1.703 -0.306
O -0.194 -2.402 -0.334
H -1.979 2.567 1.710
H -2.700 3.421 0.344
H -3.475 1.955 0.989
H -2.138 1.544 -1.055
H -1.746 -0.457 0.305
H -0.793 0.585 1.430
H -0.973 -0.557 -2.104
H -0.218 1.024 -2.321
H 0.765 -0.418 -2.447
H 0.830 2.165 -0.337
H 1.605 1.167 0.885
H 2.132 1.054 -0.800
H 1.119 -2.519 1.968
H 1.159 -0.762 2.189
H -0.384 -1.633 2.038
H 2.830 -1.074 0.215
H 2.227 -1.544 -1.377
H 2.361 -2.746 -0.100
H -0.062 -2.473 -1.286
```

Summary:
DFT total energy ... -12141.3540 eV
LUMO energy ... 0.0291 Eh
Frontier orbital gap ... 0.336 hartree
Structure (SMILES) ... CNCC(C)(C)C(C)(C)O
ΔE to the lowest compared entry with this formula, charge and spin ... 121.3 kJ/mol

Here are the natural (NBO) charges for atoms 1 to 5, given in e: atom 1 (C): -0.40, atom 2 (N): -0.66, atom 3 (C): -0.23, atom 4 (C): -0.04, atom 5 (C): -0.64



[6]
This record from the Open Molecules 2025 dataset describes C36H43IrN6O3P2S2 as an isolated structure. The level of theory is wB97M-V/def2-TZVPD.

The geometry in XYZ format:
```
93
Properties=species:S:1:pos:R:3
Ir 2.058 -0.159 1.522
C 2.713 1.034 4.815
P 2.112 -0.385 3.860
C 0.648 -0.912 4.786
C 3.386 -1.662 4.161
C 4.636 -1.276 3.377
P 4.236 -1.003 1.614
C 5.599 0.033 1.030
C 4.512 -2.618 0.849
H 2.812 0.736 5.860
H 2.004 1.860 4.758
H 3.676 1.382 4.444
H 1.006 -1.394 5.698
H 0.040 -1.606 4.212
H 0.045 -0.053 5.079
H 2.990 -2.628 3.842
H 3.594 -1.717 5.231
H 5.428 -2.020 3.468
H 5.043 -0.336 3.756
H 6.541 -0.466 1.262
H 5.574 0.999 1.534
H 5.552 0.208 -0.045
H 5.522 -2.935 1.110
H 4.430 -2.582 -0.236
H 3.792 -3.340 1.230
C -8.575 1.636 -6.947
O -7.258 1.207 -7.298
C -6.349 1.066 -6.333
C -6.582 1.319 -4.979
C -5.561 1.139 -4.067
C -4.299 0.709 -4.476
C -4.078 0.458 -5.838
C -5.082 0.633 -6.754
C -3.256 0.550 -3.485
N -3.392 0.740 -2.179
C -2.174 0.490 -1.651
C -1.254 0.140 -2.627
N -1.966 0.186 -3.797
C 0.103 -0.139 -2.337
C 1.108 -0.433 -3.279
C 2.397 -0.633 -2.859
C 2.692 -0.565 -1.497
N 1.763 -0.326 -0.582
C 0.484 -0.083 -0.976
C -0.455 0.293 0.042
N 0.011 0.399 1.319
C -0.815 0.832 2.262
C -2.154 1.137 2.017
C -2.647 1.012 0.743
C -1.783 0.594 -0.281
H -9.132 1.663 -7.877
H -8.551 2.633 -6.505
H -9.041 0.929 -6.260
H -7.548 1.657 -4.636
H -5.736 1.333 -3.018
H -3.116 0.116 -6.202
H -4.930 0.443 -7.807
H -1.634 -0.006 -4.727
H 0.872 -0.475 -4.335
H 3.192 -0.832 -3.564
H 3.706 -0.701 -1.152
H -0.401 0.964 3.250
H -2.777 1.476 2.832
H -3.675 1.249 0.499
O -1.601 7.017 1.257
C -1.626 5.843 0.620
O -2.532 5.526 -0.091
C -0.466 4.900 0.843
C -0.072 4.129 -0.246
C 0.950 3.209 -0.113
C 1.543 3.031 1.137
S 2.848 1.858 1.267
C 1.147 3.784 2.237
C 0.146 4.732 2.080
H -0.769 7.180 1.718
H -0.586 4.259 -1.190
H 1.272 2.620 -0.965
H 1.618 3.644 3.201
H -0.180 5.307 2.938
C 0.282 -4.737 3.661
N 1.021 -4.980 2.423
C 1.292 -4.086 1.486
S 0.715 -2.444 1.618
N 1.923 -4.475 0.383
C 2.300 -5.856 0.087
H 0.078 -5.701 4.119
H -0.662 -4.240 3.448
H 0.866 -4.136 4.355
H 1.275 -5.940 2.238
H 1.941 -3.802 -0.366
H 2.948 -6.253 0.870
H 2.855 -5.869 -0.846
H 1.419 -6.492 -0.024
```

Summary:
DFT total energy ... -96182.5083 eV
Charge ... +3
LUMO energy (alpha / beta) ... -0.3237 / -0.3887 Eh
Frontier orbital gap (alpha / beta) ... 0.169 / 0.104 hartree
Spin multiplicity ... 2

Here are the Mulliken charges for atoms 1 to 5, given in e: atom 1 (Ir): 0.91, atom 2 (C): -1.45, atom 3 (P): 0.84, atom 4 (C): -1.41, atom 5 (C): -0.85



no.,maximum force (eV/Å),molar mass (g/mol)
1,0.572,89.094
2,6.004,1073.968
3,8.880,582.995
4,2.947,124.208
5,3.741,145.246
6,2.393,926.078